(1)
Below is an isolated ion of composition C4H8NO and charge +1 at a distorted geometry, with properties calculated with the ωB97M-V functional and the def2-TZVPD basis.

Cartesian coordinates (Å):
O  -2.06580  -0.00796  -1.03198
N  1.55634  0.31463  0.38867
C  -1.10262  0.85457  -0.75048
C  2.04161  -0.55309  1.42110
C  0.17250  0.17935  -0.10352
C  -3.12471  0.26264  -1.66316
H  1.93431  1.19111  0.27704
H  -0.07195  -0.92768  0.13420
H  2.15065  -1.58235  1.02084
H  -3.61131  -0.69652  -2.07343
H  -0.96113  1.79703  -1.23768
H  -3.28385  1.22590  -1.95562
H  1.57677  -0.48026  2.43705
H  3.12363  -0.32011  1.48350

## Properties
Lowest unoccupied orbital energy (spin up / spin down), eV: -5.9 / -5.7
E_HOMO (spin up / spin down), eV: -13.06 / -13.07
HOMO-LUMO gap (spin up / spin down), eV: 7.196 / 7.389
Total charge: +1


(2)
Below is an isolated ion of composition C4H8NO and charge +1 at a distorted geometry, with properties calculated with the ωB97M-V functional and the def2-TZVPD basis.

Cartesian coordinates (Å):
O  -1.99990  0.06174  0.96678
N  -0.85777  -0.26060  0.91693
C  0.29573  0.45697  0.25889
C  0.67603  -0.74637  -0.61958
C  0.08760  -1.96908  0.03102
C  -0.13461  1.81551  -0.16601
H  0.97848  0.63325  1.00885
H  -1.05426  1.84944  -0.70614
H  0.18130  -0.60273  -1.66525
H  0.71549  2.40974  -0.50276
H  -0.86083  -2.37521  -0.34790
H  0.58000  -2.57601  0.75584
H  -0.40918  2.29539  0.73614
H  1.80192  -0.99205  -0.66683

## Properties
Lowest unoccupied orbital energy, eV: -6.7
E_HOMO, eV: -15.15
HOMO-LUMO gap, eV: 8.488
Total charge: +1


(3)
Below is a 2-piece molecular cluster, C4H8NO overall at a distorted geometry, with properties calculated with the ωB97M-V functional and the def2-TZVPD basis.

Cartesian coordinates (Å):
O  -0.41168  -0.43100  -1.03771
N  -1.02757  1.72791  -0.89926
C  0.80127  -2.23357  0.66524
C  1.44192  -1.38647  1.46116
C  -1.56321  2.78559  -1.24924
C  -0.41500  0.71441  -0.46901
H  -2.57687  3.02605  -0.93250
H  1.01111  -1.02917  2.38238
H  0.13090  0.85141  0.47692
H  2.43700  -1.04045  1.22448
H  1.28767  -2.67565  -0.19255
H  -1.04267  3.49777  -1.88685
H  0.07882  -1.14897  -0.49139
H  -0.15171  -2.65785  0.94832

## Properties
Lowest unoccupied orbital energy, eV: -4.7
E_HOMO, eV: -14.91
HOMO-LUMO gap, eV: 10.253
Total charge: +1


(4)
Below is an isolated ion of composition C4H8NO and charge +1 at a distorted geometry, with properties calculated with the ωB97M-V functional and the def2-TZVPD basis.

Cartesian coordinates (Å):
O  0.97685  -0.31509  -2.11548
N  0.57182  0.27572  0.15883
C  -1.32368  0.91405  1.57478
C  0.02761  -0.36988  -0.97835
C  0.38336  -1.16497  0.20652
C  -0.20423  1.18891  0.93323
H  -0.42228  -1.59479  0.78972
H  0.23960  2.17415  0.94866
H  1.45044  -1.16593  -2.25799
H  -1.82187  1.68738  2.13132
H  1.59981  0.39259  -1.84024
H  -1.79875  -0.05105  1.59030
H  1.29811  -1.74331  0.21713
H  -0.97678  -0.22779  -1.35843

## Properties
Lowest unoccupied orbital energy, eV: -4.1
E_HOMO, eV: -14.05
HOMO-LUMO gap, eV: 9.973
Total charge: +1


(5)
Below is an isolated ion of composition C4H8NO and charge +1 at a distorted geometry, with properties calculated with the ωB97M-V functional and the def2-TZVPD basis.

Cartesian coordinates (Å):
O  -0.92535  1.45906  -0.16492
N  -0.81016  0.14557  -0.15087
C  1.72693  0.37450  -0.66888
C  -2.06679  -0.45644  0.05766
C  0.37760  -0.45681  -0.16364
C  1.45476  0.28649  0.71460
H  -1.85663  -1.53126  0.15546
H  0.95614  1.24187  1.21268
H  2.34728  -0.33170  -1.19010
H  -2.37960  0.02801  0.94872
H  1.99467  -0.41728  1.38750
H  -2.86408  -0.11402  -0.58411
H  1.41793  1.25896  -1.26024
H  0.62729  -1.48696  -0.29386

## Properties
Lowest unoccupied orbital energy (spin up / spin down), eV: -6.8 / -6.8
SMILES: C[N+](=O)C1CC1
E_HOMO (spin up / spin down), eV: -15.93 / -15.92
HOMO-LUMO gap (spin up / spin down), eV: 9.154 / 9.153
Total charge: +1


(6)
Below is an isolated ion of composition C4H8NO2 and charge -1, with properties calculated with the ωB97M-V functional and the def2-TZVPD basis.

Cartesian coordinates (Å):
O  1.63910  0.74439  -1.10975
O  2.50498  0.58165  0.97293
N  -0.73020  0.34178  0.87549
C  1.64986  0.39445  0.08510
C  0.42422  -0.49868  0.53189
C  -1.08608  1.40247  -0.02714
C  0.07149  -1.51913  -0.55125
H  0.72589  -1.03147  1.43287
H  0.90971  -2.19535  -0.74013
H  -0.76236  -2.16096  -0.23194
H  -1.26122  1.11417  -1.07676
H  -0.21223  -1.02179  -1.47592
H  -0.32458  2.18298  -0.05909
H  -2.00120  1.90578  0.31270
H  -1.54740  -0.24029  1.06099

## Properties
Lowest unoccupied orbital energy, eV: 4.1
SMILES: CN[C@@H](C)C(=O)[O-]
E_HOMO, eV: -3.87
HOMO-LUMO gap, eV: 7.983
Total charge: -1


(7)
Below is a 2-piece molecular cluster, C4H8NO2 overall at a distorted geometry, with properties calculated with the ωB97M-V functional and the def2-TZVPD basis.

Cartesian coordinates (Å):
O  -1.74764  1.46970  2.50828
O  -0.83744  1.34370  4.50801
N  -0.86065  1.01378  3.27558
C  -0.17735  0.15842  -1.40559
C  0.15066  0.30316  2.85069
C  -0.14438  -0.61173  0.99794
C  0.39268  0.37696  -0.00099
H  0.16591  0.93394  -2.08995
H  0.11763  1.37978  0.32610
H  1.48451  0.32119  -0.03298
H  -1.22067  -0.69780  0.99051
H  0.37481  -1.55716  1.07275
H  -1.26359  0.19478  -1.36108
H  0.71504  -0.31867  3.51734
H  0.12061  -0.81121  -1.80475

## Properties
Lowest unoccupied orbital energy, eV: 3.9
E_HOMO, eV: -3.06
HOMO-LUMO gap, eV: 6.980
Total charge: -1


(8)
Below is an isolated ion of composition C4H8NO2 and charge -1 at a distorted geometry, with properties calculated with the ωB97M-V functional and the def2-TZVPD basis.

Cartesian coordinates (Å):
O  -0.63270  -2.80490  0.30349
O  0.20718  3.10641  0.67777
N  -0.98453  -1.47587  -1.48935
C  0.44022  -0.64391  0.25032
C  0.49725  1.85560  1.03934
C  -0.48053  -1.72249  -0.23287
C  0.04315  0.81394  -0.02602
H  -1.04733  0.87979  -0.00796
H  -0.58991  -0.65672  -1.92744
H  0.52954  -0.69262  1.34474
H  1.44611  -0.84096  -0.12587
H  -0.03925  1.48237  1.96300
H  -1.23069  -2.27164  -2.05063
H  0.26209  1.24521  -1.01476
H  1.57940  1.72578  1.29623

## Properties
Lowest unoccupied orbital energy, eV: 3.6
SMILES: NC(=O)CCC[O-]
E_HOMO, eV: -2.39
HOMO-LUMO gap, eV: 5.959
Total charge: -1


(9)
Below is C4H8NO2 as an isolated structure at a distorted geometry, with properties calculated with the ωB97M-V functional and the def2-TZVPD basis.

Cartesian coordinates (Å):
O  2.61201  0.33230  1.16585
O  1.74324  0.47404  -1.22664
N  -0.60288  -0.06020  1.26496
C  -0.85363  -1.01829  0.24765
C  -1.27943  -0.43957  -1.18497
C  0.20602  1.04658  0.74054
C  1.65647  0.68270  0.13353
H  -0.40476  -0.06429  -1.79807
H  -1.98890  -1.21333  -1.63063
H  0.40573  1.60688  1.66228
H  1.84471  -0.47491  0.57247
H  -1.47265  -1.85706  0.48943
H  -0.30477  1.93679  0.29436
H  -1.74506  0.46626  -0.72474
H  0.18390  -1.41789  -0.00603

## Properties
Expectation value of S²: 0.7548
Lowest unoccupied orbital energy (spin up / spin down), eV: -1.0 / -1.1
E_HOMO (spin up / spin down), eV: -9.82 / -10.20
HOMO-LUMO gap (spin up / spin down), eV: 8.827 / 9.059
Spin multiplicity: 2


(10)
Below is C4H8NO2 as an isolated structure at a distorted geometry, with properties calculated with the ωB97M-V functional and the def2-TZVPD basis.

Cartesian coordinates (Å):
O  -0.10072  -1.12644  1.27890
O  -2.18191  -1.32905  0.06565
N  0.42145  1.03588  -1.34979
C  1.21195  1.35091  1.16455
C  1.54922  1.13322  -0.39815
C  -0.32333  -0.33216  -1.22125
C  -0.93194  -0.93716  0.12267
H  0.17072  1.65402  1.25275
H  -1.16405  -0.11678  -1.89736
H  -0.70828  -0.15316  0.96851
H  1.40858  0.42480  1.67617
H  2.22701  2.04506  -0.67666
H  0.29344  -1.10105  -1.70788
H  1.84428  2.10758  1.60011
H  2.20383  0.24343  -0.53032

## Properties
Expectation value of S²: 0.7549
Lowest unoccupied orbital energy (spin up / spin down), eV: -1.0 / -1.0
E_HOMO (spin up / spin down), eV: -10.10 / -10.22
HOMO-LUMO gap (spin up / spin down), eV: 9.128 / 9.240
Spin multiplicity: 2


(11)
Below is an isolated ion of composition C4H8NO2 and charge +1 at a distorted geometry, with properties calculated with the ωB97M-V functional and the def2-TZVPD basis.

Cartesian coordinates (Å):
O  0.57365  0.89017  -2.62553
O  2.04133  -1.88328  0.70510
N  0.21920  1.27834  -1.42501
C  -0.93066  0.84848  -0.68088
C  -0.14900  -0.86414  1.08183
C  -0.62641  0.57414  0.80399
C  1.13779  -1.08408  0.37407
H  -1.39177  1.84055  -0.79758
H  -0.00349  1.32629  1.12074
H  0.01948  -0.94641  2.09779
H  1.21465  1.49232  -3.04344
H  -0.84951  -1.65600  0.62788
H  -1.59261  0.14326  -1.30752
H  -1.55221  0.58918  1.49524
H  1.88955  -2.54883  1.57330

## Properties
Lowest unoccupied orbital energy (spin up / spin down), eV: -5.2 / -6.9
E_HOMO (spin up / spin down), eV: -13.84 / -12.25
HOMO-LUMO gap (spin up / spin down), eV: 8.668 / 5.323
Total charge: +1


(12)
Below is an isolated ion of composition C4H8NO3 and charge -1 at a distorted geometry, with properties calculated with the ωB97M-V functional and the def2-TZVPD basis.

Cartesian coordinates (Å):
O  -1.25766  2.20734  -0.45485
O  -0.03014  2.68750  1.36361
O  -0.00974  -2.77295  -0.59788
N  -0.85739  -0.86458  0.88895
C  -0.19179  1.93653  0.46465
C  0.53400  0.82017  -0.16794
C  0.81915  -1.71895  -0.58233
C  -0.10356  -0.50470  -0.26361
H  -0.89945  -0.58209  -1.01595
H  1.53539  0.69182  0.20078
H  -1.85675  2.82266  -0.04255
H  0.47160  1.12094  -1.23572
H  1.57451  -1.62489  -1.49191
H  1.66299  -1.58637  0.21812
H  -1.07758  -1.90205  0.93890
H  -0.31356  -0.73038  1.77773

## Properties
Lowest unoccupied orbital energy, eV: 3.4
SMILES: N[C@H](C[O-])CC(=O)O
E_HOMO, eV: -2.75
HOMO-LUMO gap, eV: 6.157
Total charge: -1


(13)
Below is a 2-piece molecular cluster, C4H8NO3 overall, with properties calculated with the ωB97M-V functional and the def2-TZVPD basis.

Cartesian coordinates (Å):
O  0.15147  -0.13255  1.41482
O  -2.15991  -1.16486  -2.43465
O  2.39292  0.03338  1.59986
N  -0.52166  -1.50586  -0.91783
C  1.08970  2.01388  1.83367
C  1.23245  0.49724  1.58559
C  -1.25593  -0.72870  -1.71841
C  -0.91486  0.74103  -1.72508
H  -0.86033  -2.44855  -0.81469
H  0.12788  2.33463  1.46015
H  -0.49486  1.04967  -0.77926
H  -0.10228  0.89433  -2.44415
H  0.08619  -1.13941  -0.17899
H  1.84437  2.63516  1.36282
H  1.11459  2.19668  2.91316
H  -1.80230  1.27652  -2.04776

## Properties
Lowest unoccupied orbital energy, eV: 3.9
E_HOMO, eV: -4.59
HOMO-LUMO gap, eV: 8.515
Total charge: -1


(14)
Below is a 2-piece molecular cluster, C4H8NO3 overall at a distorted geometry, with properties calculated with the ωB97M-V functional and the def2-TZVPD basis.

Cartesian coordinates (Å):
O  1.43068  1.88162  -2.30088
O  0.51782  0.20527  -1.12485
O  -1.77060  -2.83306  1.34447
N  -0.04148  -2.35102  -0.04393
C  0.96328  1.36967  -1.27006
C  -1.14324  -2.01574  0.68388
C  -1.42360  -0.54967  0.71889
C  1.28317  2.20427  0.02962
H  1.03823  3.22138  -0.28692
H  -1.93888  -0.33240  1.66185
H  -2.08316  -0.17026  -0.06341
H  0.01708  -3.21723  -0.54957
H  0.57051  -1.61781  -0.37986
H  0.77541  1.92501  0.94680
H  -0.56448  0.09540  0.63295
H  2.36926  2.18457  0.00102

## Properties
Lowest unoccupied orbital energy, eV: 3.9
E_HOMO, eV: -4.57
HOMO-LUMO gap, eV: 8.456
Total charge: -1


(15)
Below is an isolated ion of composition C4H8NO3 and charge -1 at a distorted geometry, with properties calculated with the ωB97M-V functional and the def2-TZVPD basis.

Cartesian coordinates (Å):
O  2.57358  -0.79114  -0.51565
O  -2.20308  0.50492  1.11420
O  2.30989  1.29464  -1.30969
N  0.64267  0.53419  1.44000
C  0.37768  0.46103  0.10340
C  -1.96047  -0.56316  0.22091
C  1.80859  0.13177  -0.65064
C  -0.55015  -0.66769  -0.47459
H  -0.05372  1.41277  -0.23248
H  3.26764  1.37357  -1.21137
H  1.04506  -0.30901  1.84128
H  -2.19722  -1.48777  0.76851
H  -1.34223  0.90231  1.39875
H  -2.73000  -0.48710  -0.56493
H  -0.73766  -0.59707  -1.55359
H  -0.25058  -1.71226  -0.37411

## Properties
Lowest unoccupied orbital energy, eV: 3.8
E_HOMO, eV: -2.44
HOMO-LUMO gap, eV: 6.249
Total charge: -1


(16)
Below is a 2-piece molecular cluster, C4H8NO3 overall at a distorted geometry, with properties calculated with the ωB97M-V functional and the def2-TZVPD basis.

Cartesian coordinates (Å):
O  -2.54694  2.21198  -1.12948
O  1.85321  -2.42736  1.07192
O  -0.61509  1.44196  -0.21417
N  0.87805  -0.41627  1.38493
C  -2.36709  -0.11393  -0.89521
C  1.80176  -1.21673  0.81031
C  2.76329  -0.70542  -0.22991
C  -1.75622  1.33868  -0.70351
H  2.19289  -0.49883  -1.13572
H  0.12006  -0.94676  1.78444
H  0.56067  0.45642  0.94768
H  -3.35871  -0.23174  -0.45729
H  -1.66834  -0.87740  -0.53539
H  -2.47325  -0.29279  -1.97062
H  3.37156  -1.56653  -0.51474
H  3.44646  0.08882  0.06375

## Properties
Lowest unoccupied orbital energy, eV: 3.7
E_HOMO, eV: -4.36
HOMO-LUMO gap, eV: 8.091
Total charge: -1


We obtain E values of -286.7688; -286.7583; -286.8680; -286.8292; -286.7805; -362.4966; -362.2996; -362.4549; -362.1860; -362.2194; -361.9232; -437.6729; -437.7986; -437.7772; -437.6652; -437.7882 a.u. for the records listed above, in that order.